ORCA calculation (the ωB97M-V functional and the def2-TZVPD basis) on a molecular structure, C17H20N4O2S in a non-equilibrium geometry.

```
44
Properties=species:S:1:pos:R:3:forces:R:3
C 6.279054 2.709043 -0.037075 3.57 4.38 -1.38
C 5.509900 3.050910 1.156030 2.45 2.40 5.48
O 4.118423 2.872398 1.089806 5.80 8.81 0.54
C 3.572988 1.799124 1.088436 -2.14 -8.15 -1.14
C 2.245181 1.925416 0.703737 2.83 -6.26 1.90
C 1.547063 0.775188 0.978240 -2.39 -0.70 -0.58
C 2.184091 -0.365175 1.318057 2.73 -8.54 -0.53
C 3.598554 -0.677056 1.342871 0.56 2.11 2.28
C 4.333873 0.527094 1.333420 -8.07 -0.03 -1.64
H 5.273172 0.555972 1.524395 6.01 0.30 1.07
H 4.120802 -1.692923 1.753053 -1.73 2.52 -1.50
N 1.391447 -1.704347 1.191652 -6.48 16.71 -2.97
C 0.024898 -0.976444 0.774093 1.89 -4.57 4.66
N -1.139959 -1.781089 0.941291 1.61 4.59 -3.37
C -2.092339 -0.921994 0.507567 -1.40 -0.87 3.31
N -2.059277 0.530806 0.560583 -2.69 -2.69 -2.57
N -1.009620 1.212279 0.498351 3.55 -1.57 2.68
C 0.136240 0.434940 0.847656 -0.83 -0.62 -2.69
S -3.759783 -1.810583 0.489368 1.46 2.97 0.22
C -4.818285 -0.227065 0.360844 7.44 0.62 -5.64
H -5.580214 -0.413131 0.841183 -7.44 -1.60 5.74
H -4.176285 0.663720 0.699234 -1.27 -1.47 -0.78
C -5.329235 -0.225213 -1.100831 -0.70 6.16 -0.95
C -4.205989 -0.006910 -2.073528 -2.30 -5.04 -3.10
H -3.994836 0.713476 -2.752731 -0.09 3.71 -0.80
C -4.732133 -1.084661 -3.356674 1.56 0.01 2.35
H -3.862274 -1.340713 -3.961004 0.53 -0.84 0.66
C -5.462493 -2.209282 -2.474280 5.21 7.56 2.84
H -6.185279 -2.482748 -2.994361 -6.40 -3.61 -4.15
O -6.193745 -1.219491 -1.507818 1.34 -2.93 -0.29
H -4.769567 -2.891201 -2.025484 -0.05 -0.31 0.41
H -5.246105 -0.566759 -4.172293 -1.21 0.04 0.91
H -3.296182 -0.403632 -1.796566 1.94 -0.95 0.98
H -5.980493 0.835514 -1.317480 1.25 -2.48 1.29
C 1.543653 -2.930157 1.410424 -9.96 -4.39 12.83
H 1.933253 -3.318371 2.542185 -1.17 1.25 -2.07
H 0.612275 -3.622099 1.213885 1.21 1.78 0.52
H 2.132896 -3.281941 0.912695 12.17 -7.35 -10.02
H 1.777150 2.760062 0.774090 -2.59 5.68 -0.39
H 6.117509 2.452473 2.212404 -2.32 1.48 -2.99
H 5.708570 4.252735 1.493189 -0.84 -3.42 -1.16
H 7.488200 2.897441 0.279255 -3.37 -0.38 -1.07
H 6.227467 1.725444 -0.320956 -0.34 -2.36 -0.88
H 6.017434 3.458951 -0.946914 0.65 -1.93 2.01
```
Positions in Å, forces in eV/Å.

Output
**HOMO-LUMO gap**: 0.2646 Eh
**Energy relative to the best compared isomer or geometry (same formula, charge and spin)**: 1727.4 kJ/mol
**Charge**: 0
**M**: 344.440 g/mol

ORCA calculation (the ωB97M-V functional and the def2-TZVPD basis) on a single C18H25N3O4 molecule in a non-equilibrium geometry.

```
50
Properties=species:S:1:pos:R:3:forces:R:3
C 1.479727 2.550022 0.009489 -0.39 -0.12 0.02
C -0.016309 2.785097 0.165216 0.33 0.48 -0.21
O -0.729226 1.547476 0.198859 -0.10 -0.14 0.31
C -1.044125 0.994916 -0.975460 -0.09 -0.11 -0.15
O -0.828066 1.525222 -2.035609 0.05 0.08 -0.07
C -1.744979 -0.354248 -0.843651 -0.17 -0.19 -0.16
C -3.222855 -0.121120 -1.214290 0.02 0.27 0.34
C -3.977797 0.810593 -0.269628 -0.10 0.02 -0.30
O -4.361130 0.104487 0.889015 0.11 -0.22 -0.09
C -5.055881 0.900275 1.810587 -0.04 0.08 0.04
C -1.110871 -1.302773 -1.870988 0.26 0.21 0.01
C 0.338426 -1.596490 -1.497553 -0.23 -0.08 -0.19
N 0.399778 -2.223929 -0.193046 -0.04 -0.16 0.03
C 1.716813 -2.750740 0.138006 -0.09 -0.04 -0.08
C 2.759487 -1.673736 0.320401 0.20 0.02 -0.77
C 2.954688 -1.125027 1.623474 0.36 0.47 0.41
C 3.781206 -0.073334 1.875270 -0.28 -0.24 0.39
C 4.458964 0.486311 0.774624 0.39 0.08 -1.48
N 5.299461 1.498037 0.666237 -0.30 -0.11 1.02
O 5.624422 1.570307 -0.622704 0.15 0.18 -0.07
N 5.030338 0.643080 -1.370542 -0.53 -0.78 -0.54
C 4.282903 -0.068999 -0.546602 0.74 1.10 0.82
C 3.425117 -1.163644 -0.760655 -0.32 -0.47 0.17
C -0.143478 -1.355331 0.836781 -0.21 -0.04 0.08
C -1.594957 -0.991952 0.536802 0.30 0.17 0.11
H 1.848314 1.915567 0.813549 0.06 -0.03 0.06
H 1.682975 2.068849 -0.945027 0.06 -0.02 -0.07
H 2.006490 3.499402 0.040674 0.09 0.10 0.01
H -0.240444 3.271531 1.116811 -0.03 -0.06 -0.13
H -0.392904 3.390474 -0.665632 0.01 -0.05 0.21
H -3.257261 0.301916 -2.219886 -0.02 -0.04 -0.03
H -3.741217 -1.080804 -1.220478 -0.01 -0.06 -0.07
H -4.878113 1.193686 -0.777552 0.11 0.00 0.07
H -3.357244 1.677485 0.005016 -0.07 -0.01 -0.01
H -5.304816 0.258322 2.653002 -0.05 0.08 0.04
H -5.978250 1.304460 1.373826 0.02 -0.01 0.03
H -4.438927 1.738930 2.158982 -0.03 -0.02 0.01
H -1.141401 -0.847341 -2.861460 -0.06 -0.01 0.00
H -1.672947 -2.236746 -1.889759 -0.06 -0.03 0.01
H 0.767369 -2.287096 -2.228653 0.07 0.07 -0.01
H 0.915570 -0.655102 -1.535385 0.03 -0.07 -0.06
H 1.613620 -3.334466 1.057057 0.08 -0.02 -0.04
H 2.011372 -3.425369 -0.670074 0.03 -0.01 0.08
H 2.418251 -1.582437 2.442246 -0.05 -0.02 0.10
H 3.925976 0.330261 2.863895 -0.03 -0.01 0.15
H 3.316263 -1.572170 -1.751967 -0.10 -0.11 -0.12
H -0.103096 -1.895270 1.786991 0.04 0.05 0.03
H 0.444418 -0.429561 0.943349 -0.02 -0.09 0.05
H -1.962755 -0.321935 1.311097 -0.04 -0.06 0.02
H -2.202885 -1.897077 0.555324 -0.06 -0.02 0.03
```
Positions in Å, forces in eV/Å.

Output
**HOMO-LUMO gap**: 0.3036 Eh
**Energy relative to the best compared isomer or geometry (same formula, charge and spin)**: 458.2 kJ/mol
**Charge**: 0
**M**: 347.415 g/mol

ORCA calculation (the ωB97M-V functional and the def2-TZVPD basis) on 2 unconnected molecules or ions with the total composition CHBrClNO2 in a non-equilibrium geometry.

```
7
Properties=species:S:1:pos:R:3:forces:R:3
C -0.187272 0.402129 -0.313858 -1.67 -0.62 -4.39
N 0.498644 -0.663105 0.527604 -3.20 2.59 -0.87
O -0.249205 -1.336976 1.125076 -1.56 -2.43 1.78
O 1.645480 -0.703868 0.473069 5.15 -0.29 -0.30
Cl 0.653602 1.997662 -0.431674 -0.64 -1.86 0.17
Br -2.102544 0.617068 0.250685 1.55 0.08 -0.51
H -0.258706 -0.312910 -1.630902 0.36 2.53 4.11
```
Positions in Å, forces in eV/Å.

Output
**HOMO-LUMO gap**: 0.3828 Eh
**Energy relative to the best compared isomer or geometry (same formula, charge and spin)**: 159.5 kJ/mol
**Charge**: 0
**M**: 174.381 g/mol

ORCA calculation (the ωB97M-V functional and the def2-TZVPD basis) on 2 unconnected molecules or ions with the total composition C3H6O2 in a non-equilibrium geometry.

```
11
Properties=species:S:1:pos:R:3:forces:R:3
O 1.912594 -2.415189 -0.538050 0.17 0.34 0.30
C 1.069942 -2.112697 0.340494 -0.90 -0.64 0.27
H 1.265730 -1.905219 1.412557 0.52 0.02 -0.31
H -0.017896 -2.281244 0.167945 0.25 0.25 -0.14
C -0.429725 1.422468 -1.216204 -0.86 0.37 0.77
C -0.548428 1.300854 0.107228 1.30 -0.41 -0.82
O -1.511270 0.636411 0.769648 -0.42 0.49 0.14
H 0.498148 1.872946 -1.532886 -0.16 0.08 -0.44
H -1.252937 1.178375 -1.873806 0.30 -0.22 -0.30
H 0.335249 1.640572 0.638999 -0.33 -0.17 0.63
H -1.321410 0.662723 1.724073 0.11 -0.12 -0.11
```
Positions in Å, forces in eV/Å.

Output
**Expectation value of S²**: 0.75
**HOMO-LUMO gap (alpha / beta)**: 0.1237 / 0.3046 Eh
**Energy relative to the best compared isomer or geometry (same formula, charge and spin)**: 95.7 kJ/mol
**Charge**: -1
**2S+1**: 2
**M**: 74.079 g/mol